{"formula": "C39H61IrN4OSTe", "method": "ωB97M-V/def2-TZVPD", "charge": 1, "gap_ha": [0.26079, 0.22540], "multiplicity": 6, "elements": ["Ir", "N", "C", "C", "N", "H", "H", "H", "H", "H", "H", "H", "H", "C", "C", "C", "C", "C", "C", "C", "C", "C", "C", "C", "C", "N", "C", "C", "N", "C", "C", "C", "C", "C", "C", "C", "C", "C", "C", "C", "C", "H", "H", "H", "H", "H", "H", "H", "H", "H", "H", "H", "H", "H", "H", "H", "H", "H", "H", "H", "H", "H", "H", "H", "H", "H", "H", "H", "H", "H", "H", "H", "H", "H", "H", "H", "H", "C", "C", "C", "C", "C", "C", "Te", "C", "C", "C", "H", "H", "H", "H", "H", "H", "H", "H", "H", "H", "H", "C", "S", "C", "O", "H", "H", "H", "H", "H", "H"], "xyz": [[-0.087, -0.487, 0.394], [1.929, 0.462, 1.168], [1.705, 1.338, 2.324], [0.553, 2.257, 1.978], [-0.628, 1.432, 1.678], [2.629, -0.245, 1.361], [2.276, 0.999, 0.378], [2.586, 1.919, 2.593], [1.435, 0.711, 3.175], [0.801, 2.825, 1.079], [0.373, 2.962, 2.788], [-1.332, 1.963, 1.174], [-1.061, 1.108, 2.537], [2.388, -4.517, -0.541], [2.514, -3.084, 0.035], [3.144, -3.141, 1.436], [3.296, -2.145, -0.869], [4.634, -2.461, -1.080], [5.452, -1.677, -1.872], [4.937, -0.520, -2.420], [3.609, -0.148, -2.242], [3.204, 1.229, -2.768], [3.196, 1.293, -4.300], [4.134, 2.321, -2.222], [2.745, -1.006, -1.506], [1.371, -0.660, -1.369], [0.689, -0.354, -2.467], [-0.555, 0.271, -2.420], [-1.142, 0.600, -1.272], [-2.276, 1.459, -1.357], [-2.190, 2.591, -2.210], [-3.334, 3.336, -2.464], [-4.540, 3.039, -1.859], [-4.585, 2.024, -0.921], [-3.477, 1.234, -0.632], [-3.635, 0.260, 0.530], [-4.687, -0.838, 0.318], [-3.994, 1.053, 1.798], [-0.865, 3.120, -2.761], [-0.822, 3.143, -4.291], [-0.589, 4.525, -2.208], [1.357, -4.874, -0.500], [2.995, -5.219, 0.034], [2.733, -4.569, -1.574], [1.513, -2.673, 0.140], [4.068, -3.720, 1.418], [2.464, -3.625, 2.141], [3.397, -2.149, 1.823], [5.039, -3.357, -0.621], [6.487, -1.951, -2.036], [5.592, 0.128, -2.994], [2.206, 1.464, -2.407], [4.194, 1.081, -4.693], [2.908, 2.293, -4.636], [2.508, 0.575, -4.748], [5.137, 2.241, -2.645], [4.222, 2.269, -1.134], [3.745, 3.306, -2.490], [1.100, -0.603, -3.441], [-1.059, 0.494, -3.356], [-3.277, 4.182, -3.141], [-5.425, 3.623, -2.076], [-5.513, 1.837, -0.392], [-2.683, -0.230, 0.705], [-5.593, -0.429, -0.135], [-4.962, -1.280, 1.279], [-4.321, -1.649, -0.307], [-5.052, 1.329, 1.791], [-3.422, 1.981, 1.881], [-3.817, 0.450, 2.689], [-0.059, 2.485, -2.406], [-1.536, 3.867, -4.689], [-1.061, 2.169, -4.723], [0.175, 3.431, -4.637], [-1.347, 5.239, -2.536], [0.383, 4.885, -2.556], [-0.583, 4.523, -1.115], [-4.349, -5.450, 6.532], [-3.569, -4.751, 5.451], [-3.087, -5.443, 4.347], [-2.328, -4.826, 3.360], [-1.847, -5.644, 2.184], [-2.045, -3.458, 3.506], [-0.642, -2.665, 2.147], [-2.554, -2.720, 4.585], [-2.336, -1.236, 4.753], [-3.306, -3.388, 5.539], [-4.332, -6.530, 6.396], [-5.391, -5.123, 6.535], [-3.932, -5.219, 7.514], [-3.305, -6.502, 4.246], [-2.326, -6.622, 2.183], [-0.766, -5.800, 2.232], [-2.068, -5.150, 1.236], [-1.364, -0.925, 4.370], [-2.401, -0.951, 5.802], [-3.106, -0.685, 4.212], [-3.699, -2.826, 6.382], [-2.662, -2.313, -2.620], [-1.303, -2.622, -1.472], [-0.316, -3.632, -2.589], [-1.845, -3.570, -0.436], [-3.261, -3.225, -2.634], [-2.260, -2.085, -3.607], [-3.245, -1.467, -2.262], [-0.227, -3.135, -3.555], [-0.830, -4.591, -2.676], [0.670, -3.762, -2.148]]}

***

{"formula": "C7H13N5O", "method": "ωB97M-V/def2-TZVPD", "smiles": "NCCCCCc1nnc(O)nn1", "gap_ha": 0.31651, "e_above_lowest_kj_mol": 137.5, "elements": ["N", "C", "C", "C", "C", "C", "C", "N", "N", "C", "O", "N", "N", "H", "H", "H", "H", "H", "H", "H", "H", "H", "H", "H", "H", "H"], "xyz": [[-0.985, 2.479, -2.113], [-1.445, 1.094, -2.048], [-0.288, 0.159, -1.715], [-0.760, -1.233, -1.297], [-1.347, -1.357, 0.126], [-0.934, -0.284, 1.128], [0.499, -0.349, 1.568], [1.296, -1.287, 1.065], [2.548, -1.319, 1.451], [2.921, -0.414, 2.342], [4.189, -0.486, 2.774], [2.133, 0.523, 2.871], [0.899, 0.563, 2.463], [-1.755, 3.122, -2.247], [-0.520, 2.740, -1.250], [-2.267, 0.937, -1.334], [-1.828, 0.826, -3.037], [0.352, 0.068, -2.595], [0.340, 0.621, -0.946], [-1.529, -1.548, -2.008], [0.069, -1.933, -1.406], [-2.438, -1.361, 0.087], [-1.060, -2.329, 0.533], [-1.550, -0.354, 2.027], [-1.110, 0.720, 0.732], [4.570, 0.399, 2.828]]}

***

{"formula": "C4H6N2O2", "method": "ωB97M-V/def2-TZVPD", "gap_ha": 0.32942, "e_above_lowest_kj_mol": 858.5, "elements": ["C", "C", "C", "C", "H", "H", "H", "H", "H", "H", "N", "N", "O", "O"], "xyz": [[2.053, -1.382, 0.226], [-1.422, -0.188, 0.025], [-0.315, 1.982, -0.272], [-2.681, -0.901, 0.122], [2.253, -2.552, -0.346], [1.731, -1.558, 1.614], [3.037, -0.806, 0.181], [-1.037, 2.858, -0.401], [0.559, 2.174, 0.720], [0.287, 1.680, -1.217], [-0.362, -0.761, -0.612], [-3.682, -1.366, -0.149], [0.900, -0.307, -0.350], [-1.323, 1.127, 0.462]]}

***

no.,electronic energy (eV)
1,-70400.2167
2,-16965.8042
3,-11312.1444